(1)
The following is a quantum chemistry calculation of a cluster of 2 separate species, C4H10N3S in total at a distorted geometry, from the Open Molecules 2025 dataset.

HOMO = -12.33 eV
LUMO level = -3.28 eV
total charge = +1
orbital gap = 9.05 eV

Last columns: bonded neighbours and bond lengths (Å).
Positions of all 18 atoms, in Å:
1 C -1.4988 -3.2359 -1.1629  N5 1.282, S8 1.672, H9 1.149
2 C -0.0600 0.9305 0.5244  N6 1.275, N7 1.189
3 C 2.2236 1.7371 0.6875  N6 1.506, H10 1.153, H11 1.116, H12 1.073
4 C 0.3215 3.2368 0.8480  N6 1.438, H13 1.165, H14 1.095, H15 1.187
5 N -1.4345 -4.5062 -1.3236  C1 1.282, H16 1.052, H18 1.029
6 N 0.7354 1.8602 0.8821  C2 1.275, C3 1.506, C4 1.438
7 N -0.7401 0.0624 0.0788  C2 1.189, H17 1.011
8 S -2.4030 -2.4813 0.0243  C1 1.672
9 H -0.9282 -2.6249 -1.9514  C1 1.149
10 H 2.7188 2.5626 1.3215  C3 1.153
11 H 2.5465 0.7269 1.0356  C3 1.116
12 H 2.3042 1.8617 -0.3755  C3 1.073
13 H -0.8361 3.1123 0.8099  C4 1.165
14 H 0.5930 3.9783 1.6070  C4 1.095
15 H 0.6310 3.7463 -0.1780  C4 1.187
16 H -1.0001 -4.9984 -2.1450  N5 1.052
17 H -1.2395 -0.8149 0.0167  N7 1.011
18 H -1.9336 -5.1537 -0.6995  N5 1.029


(2)
The following is a quantum chemistry calculation of a cluster of 2 separate species, C4H10N4 in total, from the Open Molecules 2025 dataset.

HOMO (spin up / spin down) = -6.20 / -6.20 eV
LUMO level (spin up / spin down) = 0.39 / 0.39 eV
orbital gap (spin up / spin down) = 6.58 / 6.59 eV

Last columns: bonded neighbours and bond lengths (Å).
Positions of all 18 atoms, in Å:
1 C -1.9492 -0.0605 -0.7829  N6 1.336, H14 1.071, H15 1.075
2 C 1.5074 0.0162 -1.6261  N7 1.446, H16 1.092, H17 1.100, H18 1.100
3 C 0.6713 -0.2629 0.5774  C4 1.521, N5 1.353, N7 1.285
4 C -0.5370 -0.4329 1.4856  C3 1.521, N8 1.278
5 N 1.8905 -0.2839 1.1626  C3 1.353, H9 1.005, H10 1.016
6 N -2.3549 1.1942 -0.5693  C1 1.336, H12 1.009, H13 1.007
7 N 0.4253 -0.1028 -0.6741  C2 1.446, C3 1.285
8 N -0.2134 -0.7193 2.6880  C4 1.278, H11 1.021
9 H 2.7501 -0.3450 0.6454  N5 1.005
10 H 1.8735 -0.5390 2.1458  N5 1.016
11 H -1.0300 -0.8481 3.2865  N8 1.021
12 H -2.5305 1.4481 0.3914  N6 1.009
13 H -1.9614 1.9316 -1.1318  N6 1.007
14 H -2.3024 -0.8277 -0.1243  C1 1.071
15 H -1.6406 -0.3190 -1.7794  C1 1.075
16 H 1.1005 0.1329 -2.6330  C2 1.092
17 H 2.1569 -0.8715 -1.6382  C2 1.100
18 H 2.1439 0.8897 -1.4235  C2 1.100


(3)
The following is a quantum chemistry calculation of the molecule C4H10N4 at a distorted geometry, from the Open Molecules 2025 dataset.

HOMO (spin up / spin down) = -7.64 / -7.64 eV
LUMO level (spin up / spin down) = 0.95 / 0.95 eV
orbital gap (spin up / spin down) = 8.59 / 8.59 eV

Last columns: bonded neighbours and bond lengths (Å).
Positions of all 18 atoms, in Å:
1 C 0.9235 -0.7651 0.3109  C2 1.499, C3 1.501, N5 1.308
2 C 1.9307 0.3151 0.5665  C1 1.499, H9 1.088, H10 1.088, H11 1.091
3 C 0.8119 -1.2496 -1.1057  C1 1.501, H12 1.086, H13 1.093, H14 1.086
4 C -1.9545 0.9777 0.2286  N8 1.433, H15 1.089, H16 1.098, H17 1.100
5 N 0.5801 -1.4915 1.3430  C1 1.308, N6 1.276
6 N -0.6127 -1.8913 1.5582  N5 1.276, N7 1.309
7 N -1.5298 -1.1830 0.9489  N6 1.309, N8 1.315, H18 1.023
8 N -1.2363 -0.2522 0.0673  C4 1.433, N7 1.315
9 H 2.1642 0.3620 1.6277  C2 1.088
10 H 1.5063 1.2680 0.2560  C2 1.088
11 H 2.8477 0.1603 -0.0037  C2 1.091
12 H 0.0245 -1.9888 -1.2188  C3 1.086
13 H 1.7639 -1.7023 -1.3952  C3 1.093
14 H 0.6060 -0.4156 -1.7696  C3 1.086
15 H -1.7880 1.5781 -0.6645  C4 1.089
16 H -3.0307 0.7950 0.3448  C4 1.098
17 H -1.6069 1.5450 1.1042  C4 1.100
18 H -2.4292 -1.1944 1.4372  N7 1.023